(1)
{
  "formula": "C4H16NO3",
  "method": "ωB97M-V/def2-TZVPD",
  "de_lowest_kj_mol": 212.04,
  "charge": 1,
  "homo_ev": -14.2,
  "orbital_gap_ev": 11.500,
  "total_energy_ha": -442.183842,
  "multiplicity": 1,
  "symbols": ["O", "O", "O", "N", "C", "C", "C", "C", "H", "H", "H", "H", "H", "H", "H", "H", "H", "H", "H", "H", "H", "H", "H", "H"],
  "xyz": [[2.263083, -0.920884, -0.339397], [0.752071, -2.044763, 1.437947], [-0.096919, 1.641353, 2.371126], [-0.449564, 0.325303, -0.148883], [1.392066, -0.782145, -1.465614], [-2.537541, 1.525591, -0.835715], [0.404096, 0.288232, -1.392107], [-1.929676, 0.140976, -0.465238], [-0.297835, 0.122951, -2.264348], [-2.021744, -0.676356, -1.290178], [1.884810, -0.725496, -2.408337], [-3.190098, 1.383262, -1.796089], [1.651701, -2.236196, 1.014616], [0.862337, -1.852350, -1.433440], [-0.328714, -0.481181, 0.577588], [0.804108, 1.355388, -1.708534], [0.894279, -2.344248, 2.349667], [-0.662702, 1.759644, 3.149128], [-3.087280, 1.925344, -0.110569], [-0.225702, 1.134495, 0.481981], [0.747812, 1.469297, 2.871911], [3.034812, -1.495590, -0.613728], [-2.397564, -0.244425, 0.451559], [-1.840836, 2.186772, -1.034409]],
  "forces_ev_per_a": [[1.835, 0.223, -0.894], [1.720, -0.744, -0.072], [1.288, -0.353, 1.598], [-0.153, -1.739, 1.707], [-0.533, -4.633, 1.298], [-2.194, -5.797, -3.977], [-1.075, 2.822, -1.672], [-0.427, 0.368, -0.562], [0.625, -0.074, 1.042], [0.316, 1.587, 1.525], [0.646, 0.184, -0.660], [1.068, 0.498, 1.850], [-2.006, 0.777, 0.631], [0.377, 2.241, -0.660], [1.129, 0.974, -1.744], [-0.490, -1.985, 1.472], [-0.408, 0.073, -0.201], [-0.496, 0.159, -0.482], [-2.541, 1.260, 3.098], [-0.601, -0.393, -0.664], [-0.778, 0.193, -1.216], [-1.182, 1.158, 0.291], [0.160, 0.020, -0.357], [3.722, 3.179, -1.350]]
}

(2)
{
  "formula": "C5H5ClN2O2",
  "method": "ωB97M-V/def2-TZVPD",
  "de_lowest_kj_mol": 390.28,
  "charge": 0,
  "homo_ev": -9.8,
  "smiles": "Clc1cccnc1.O=NO",
  "orbital_gap_ev": 9.938,
  "total_energy_ha": -913.595464,
  "multiplicity": 1,
  "symbols": ["Cl", "O", "O", "N", "N", "C", "C", "C", "C", "C", "H", "H", "H", "H", "H"],
  "xyz": [[-0.278367, -3.347959, 0.758930], [-2.024223, 0.212450, 2.837444], [-3.012823, 0.413200, 0.927654], [-0.691034, 0.218559, -0.974095], [-1.842212, 0.512849, 1.714708], [-0.948119, -0.958433, -0.494990], [1.467469, 0.191501, 0.113141], [0.008749, -1.740115, 0.098662], [0.454157, 0.810280, -0.599844], [1.263366, -1.142137, 0.506740], [-2.563574, 0.632603, 0.037139], [-1.884617, -1.379145, -0.512980], [0.606298, 1.790447, -1.148999], [2.453176, 0.629161, 0.261003], [1.837453, -1.708795, 1.176357]],
  "forces_ev_per_a": [[-0.300, 0.600, -0.564], [-0.139, 0.271, -1.014], [1.614, 0.557, -1.185], [0.088, 2.061, 0.630], [-0.418, -0.264, 1.145], [1.823, -1.865, 0.210], [0.343, -1.367, 0.224], [2.823, 0.520, 2.420], [0.224, 0.996, -2.592], [-3.290, 0.650, -1.725], [-1.214, -0.216, 1.343], [-2.344, -0.707, -0.788], [0.004, -1.055, 1.219], [-0.472, 0.317, 0.223], [1.258, -0.499, 0.455]]
}

(3)
{
  "formula": "C23H30BeNP",
  "method": "ωB97M-V/def2-TZVPD",
  "charge": 0,
  "homo_ev": [-5.7, -5.6],
  "orbital_gap_ev": [5.967, 5.940],
  "total_energy_ha": -1304.927221,
  "multiplicity": 1,
  "symbols": ["P", "N", "C", "C", "C", "C", "C", "C", "C", "C", "C", "C", "C", "C", "C", "C", "C", "C", "C", "C", "C", "C", "C", "C", "C", "Be", "H", "H", "H", "H", "H", "H", "H", "H", "H", "H", "H", "H", "H", "H", "H", "H", "H", "H", "H", "H", "H", "H", "H", "H", "H", "H", "H", "H", "H", "H"],
  "xyz": [[1.328585, 1.036717, -1.985737], [1.783498, 0.632448, 1.464309], [-3.640368, 0.395896, 0.823294], [-1.174833, 0.736699, 1.075081], [3.085300, 0.273854, 0.804743], [0.550987, 1.976972, -3.348360], [-3.734573, 0.222546, 2.219999], [2.944592, 0.698561, -2.834457], [-2.336432, 0.663184, 0.233107], [0.743222, -2.049745, 1.087888], [1.890186, 2.087151, 1.911697], [0.974917, -1.599061, 2.497778], [1.706270, -0.257250, 2.705185], [0.280198, -3.897924, -0.389956], [0.666681, -1.184090, 0.001372], [0.486404, -1.653190, -1.293933], [0.352386, -0.775597, -2.539170], [0.251185, -3.024824, -1.494613], [-4.713915, 0.617862, -1.356444], [-1.377068, 0.747675, 2.441015], [-4.801731, 0.388931, 0.010892], [0.533228, -3.417682, 0.896135], [-2.309575, 0.934022, -1.155748], [-3.447417, 0.823641, -1.950017], [-2.639052, 0.436873, 3.024334], [0.537778, 0.449165, 0.576772], [3.075683, -0.689697, 0.323418], [2.742957, -0.458147, 3.036863], [1.189869, 2.807796, 1.344528], [3.381353, 1.026751, 0.080171], [2.848904, 0.800558, -3.920936], [1.195157, -0.902783, -3.244143], [-4.713647, -0.023634, 2.646820], [3.625083, 1.477703, -2.463040], [0.022258, -1.564162, 3.049830], [3.351930, -0.282609, -2.586107], [0.067392, -3.362618, -2.518310], [-5.619824, 0.649324, -1.966150], [-5.777077, 0.217211, 0.485732], [0.699115, 3.027691, -3.087988], [2.760428, 2.662128, 1.358569], [2.893086, 2.097792, 2.499616], [-0.564555, 0.968872, 3.128888], [1.559684, -2.368634, 3.018588], [1.250013, 0.309748, 3.530700], [3.847456, 0.236135, 1.595528], [-1.369893, 1.312607, -1.553368], [0.566631, -4.053776, 1.788537], [1.366975, 2.259841, 2.883436], [-3.377670, 0.937142, -3.033814], [-0.425083, -1.316231, -3.170466], [0.132648, -4.965766, -0.536443], [-2.708756, 0.354298, 4.105756], [-0.524013, 1.795254, -3.429710], [1.021214, 1.779796, -4.318942], [-0.457772, 0.004580, -2.472729]],
  "forces_ev_per_a": [[1.701, 2.101, 0.755], [3.090, 1.819, 2.594], [0.800, 0.220, -0.718], [1.010, 0.947, -0.097], [0.511, 0.424, 0.445], [-0.004, 0.566, -0.030], [0.082, 0.041, 0.815], [0.161, 0.546, 0.455], [-1.254, -0.094, 0.747], [-0.247, -1.290, -0.735], [0.361, -0.168, 0.009], [-0.087, 0.305, 0.748], [0.307, -0.061, 0.312], [0.062, -0.019, -0.319], [-0.081, 1.257, -0.158], [-0.786, -1.386, -0.069], [-2.644, -2.311, -0.442], [0.489, 0.079, 0.669], [0.060, -0.419, 0.657], [-0.772, -0.315, -0.140], [-0.034, 0.131, -0.675], [0.149, 0.224, -0.171], [-0.499, -0.302, -0.145], [0.462, 0.390, 0.361], [-0.170, 0.033, -0.378], [-3.027, -1.044, -2.492], [-0.464, -0.275, -0.040], [-0.435, 0.196, -0.321], [-0.754, -0.469, -0.570], [-0.251, 0.105, -0.092], [0.048, -0.105, 0.242], [-0.276, 0.729, 0.051], [0.389, 0.075, -0.087], [0.138, -0.330, -0.312], [0.103, 0.115, -0.321], [-0.022, -0.039, 0.065], [0.005, -0.252, 0.418], [0.323, -0.136, 0.152], [0.420, 0.124, -0.217], [-0.152, 0.043, -0.323], [0.128, 0.567, -1.719], [1.150, -0.957, 2.036], [-0.057, -0.162, -0.092], [-0.038, 0.137, -0.123], [0.028, -0.140, -0.514], [-0.051, 0.188, -0.204], [-0.188, -0.237, -0.050], [-0.057, -0.150, -0.548], [-0.574, -0.136, 0.355], [-0.003, 0.214, 0.307], [0.347, -0.778, -0.062], [-0.073, 0.172, -0.032], [-0.142, 0.040, -0.105], [0.029, 0.042, 0.012], [-0.163, -0.005, 0.192], [0.952, -0.246, -0.097]]
}

(4)
{
  "formula": "C19H26AuFN4S",
  "method": "ωB97M-V/def2-TZVPD",
  "charge": 0,
  "homo_ev": -6.5,
  "orbital_gap_ev": 6.452,
  "total_energy_ha": -1592.355694,
  "multiplicity": 1,
  "symbols": ["Au", "S", "F", "N", "N", "N", "N", "C", "C", "C", "C", "C", "C", "C", "C", "C", "C", "C", "C", "C", "C", "C", "C", "C", "C", "C", "H", "H", "H", "H", "H", "H", "H", "H", "H", "H", "H", "H", "H", "H", "H", "H", "H", "H", "H", "H", "H", "H", "H", "H", "H", "H"],
  "xyz": [[1.619927, 0.671919, -0.030130], [2.973416, 2.677195, -0.033254], [1.909093, -2.126823, 0.004156], [5.565637, 3.111413, 0.164048], [4.144222, -0.151485, 0.003192], [-0.205025, -0.272148, -0.019508], [5.015523, 0.917210, 0.136387], [-3.550198, 2.312973, -0.005363], [-1.844810, 1.069330, 1.191637], [4.578622, 2.198377, 0.094038], [0.416111, -3.925986, 0.029507], [-0.870156, -4.454315, 0.039114], [-2.949902, 1.919596, 1.176684], [-1.275656, 0.723152, 2.563413], [-0.038633, 0.996452, -3.026156], [0.603551, -2.565050, 0.010707], [-1.331454, 0.601193, -0.028466], [0.157897, 1.198891, 2.803819], [-1.932468, -3.563225, 0.030102], [-1.916770, 1.006888, -1.242614], [-1.459826, 0.587086, -2.639114], [-3.020657, 1.859291, -1.199974], [-0.438410, -1.620259, -0.001784], [-1.423434, -0.742531, 2.970772], [-1.691815, -0.888306, -2.966149], [-1.725319, -2.192865, 0.010898], [-3.477267, 2.166338, -2.134216], [-2.711993, -1.199164, -2.735808], [0.361932, 1.191210, 3.877394], [-0.767693, -1.391317, 2.392086], [4.179486, -0.771692, 0.801474], [6.009046, 0.733456, 0.148965], [0.067936, 0.926007, -4.111862], [-2.949839, -3.935185, 0.037908], [-3.347506, 2.274986, 2.120519], [-4.409800, 2.970313, 0.003459], [0.883598, 0.540731, 2.322317], [0.322163, 2.212818, 2.434365], [5.315662, 4.083657, 0.197667], [-2.578672, -1.526773, 0.003492], [4.277168, -0.648732, -0.868264], [-1.014389, -1.536311, -2.413040], [6.524981, 2.856802, 0.319072], [-1.158942, -0.855496, 4.025413], [-1.519280, -1.057216, -4.032346], [1.291828, -4.562767, 0.036797], [0.704808, 0.337487, -2.577390], [-2.445935, -1.099392, 2.839290], [-2.123456, 1.150377, -3.302017], [0.190573, 2.021852, -2.729473], [-1.904118, 1.292970, 3.254393], [-1.029778, -5.522917, 0.053834]],
  "forces_ev_per_a": [[-0.144, 0.993, -0.192], [0.125, -0.452, 0.002], [-0.115, -0.042, 0.002], [-0.167, 0.158, -0.026], [0.184, -0.112, 0.019], [0.043, -0.531, -0.140], [-0.177, -0.053, -0.052], [0.136, -0.061, -0.003], [-0.099, 0.078, 0.101], [0.174, -0.207, 0.041], [-0.016, -0.056, 0.002], [0.081, 0.094, -0.002], [-0.014, -0.016, 0.019], [-0.088, 0.071, 0.017], [0.047, -0.010, 0.008], [0.070, -0.081, -0.003], [0.142, -0.118, -0.051], [0.003, -0.008, 0.109], [-0.042, 0.108, 0.005], [-0.067, 0.026, -0.091], [-0.094, 0.057, 0.008], [-0.011, -0.029, 0.015], [0.196, 0.236, -0.045], [0.049, -0.068, 0.012], [0.039, -0.049, -0.024], [-0.119, -0.141, 0.038], [0.011, 0.006, -0.002], [-0.003, 0.022, 0.015], [0.022, 0.007, 0.017], [-0.014, 0.027, 0.060], [-0.015, 0.015, -0.047], [-0.052, 0.079, -0.001], [0.017, 0.006, 0.006], [-0.003, 0.004, 0.000], [0.007, 0.005, 0.012], [-0.008, 0.005, -0.001], [-0.070, 0.026, 0.113], [-0.028, -0.001, -0.010], [-0.002, -0.020, 0.000], [0.005, -0.015, 0.002], [-0.016, 0.000, 0.051], [0.005, 0.015, -0.037], [0.014, -0.013, 0.008], [-0.013, 0.014, 0.006], [-0.011, 0.018, -0.002], [0.004, -0.001, 0.000], [-0.009, 0.007, 0.029], [-0.008, 0.021, -0.019], [0.022, -0.006, -0.039], [-0.028, -0.009, 0.025], [0.026, 0.013, 0.042], [0.011, -0.008, 0.000]]
}